71
Properties=species:S:1:pos:R:3 method="wB97M-V/def2-TZVPD" e_above_lowest_kj_mol=129.7 charge=-1 homo_lumo_gap_ev="6.434 / 6.336"
Fe -0.67 0.91 0.19
N 1.13 4.65 1.01
C 0.31 3.65 0.53
S -0.68 2.79 1.67
N 0.31 3.44 -0.75
N -0.55 2.39 -1.08
C -1.33 2.61 -2.07
C -2.44 1.76 -2.44
C -3.02 1.95 -3.70
C -4.16 1.29 -4.10
C -4.78 0.44 -3.17
C -4.25 0.25 -1.92
C -3.05 0.88 -1.49
O -2.60 0.64 -0.31
H 0.86 5.01 1.91
H 1.38 5.34 0.32
H -1.19 3.54 -2.63
H -2.53 2.65 -4.38
H -4.58 1.44 -5.08
H -5.68 -0.08 -3.45
H -4.73 -0.42 -1.21
O 1.26 0.81 0.56
O 1.69 -0.41 -0.12
C 3.00 1.56 -4.03
N 2.04 0.52 -4.37
C 2.75 -0.74 -4.55
N 3.54 -1.14 -3.39
C 4.43 -0.03 -3.02
N 3.77 1.25 -2.84
C 2.89 1.25 -1.66
P 1.65 -0.14 -1.72
C 0.96 0.40 -3.39
C 2.67 -1.54 -2.28
H 2.47 2.50 -3.88
H 3.68 1.67 -4.88
H 3.44 -0.62 -5.39
H 2.04 -1.53 -4.79
H 5.16 0.07 -3.83
H 4.96 -0.29 -2.11
H 2.37 2.20 -1.60
H 3.48 1.15 -0.75
H 0.46 1.36 -3.27
H 0.22 -0.32 -3.75
H 2.02 -2.36 -2.61
H 3.26 -1.89 -1.43
S -1.94 -2.62 -2.80
C -0.97 -1.61 -2.03
N -0.25 -0.86 -1.46
C -1.26 -3.77 7.23
C -1.06 -2.90 6.03
C -1.70 -3.17 4.83
C -1.53 -2.38 3.70
C -2.27 -2.74 2.44
C -0.67 -1.27 3.79
C -0.44 -0.38 2.65
O -0.96 -0.53 1.56
C -0.01 -0.97 5.00
C 0.92 0.21 5.13
C -0.21 -1.80 6.10
H -1.93 -4.60 7.01
H -1.70 -3.20 8.06
H -0.31 -4.18 7.59
H -2.36 -4.03 4.77
H -2.89 -3.62 2.62
H -1.58 -2.94 1.62
H -2.90 -1.92 2.10
H 0.25 0.46 2.79
H 0.42 1.15 4.88
H 1.78 0.12 4.47
H 1.28 0.28 6.16
H 0.30 -1.57 7.03

=====

65
Properties=species:S:1:pos:R:3 method="wB97M-V/def2-TZVPD" e_above_lowest_kj_mol=0.0 charge=+3 homo_lumo_gap_ev=3.372
Pt 0.32 0.47 0.79
C 3.90 0.35 -4.57
C 4.48 1.22 -3.44
C 5.95 1.56 -3.76
C 3.68 2.53 -3.34
C 4.35 0.42 -2.16
C 5.43 -0.48 -1.76
C 5.41 -1.29 -0.65
C 4.28 -1.24 0.14
S 3.94 -2.10 1.56
C 2.39 -1.31 1.66
N 2.16 -0.42 0.62
C 3.16 -0.35 -0.23
C 3.23 0.46 -1.39
C 1.43 -1.47 2.61
C 1.53 -2.35 3.74
C 0.51 -2.37 4.62
C -0.64 -1.54 4.41
C -0.78 -0.69 3.34
C 0.23 -0.61 2.37
H 4.00 0.88 -5.52
H 2.85 0.13 -4.40
H 4.44 -0.60 -4.67
H 5.97 2.23 -4.63
H 6.53 0.69 -4.03
H 6.44 2.08 -2.94
H 3.82 3.10 -4.25
H 4.03 3.14 -2.50
H 2.61 2.35 -3.23
H 6.32 -0.51 -2.38
H 6.25 -1.93 -0.40
H 2.39 1.09 -1.62
H 2.41 -2.97 3.88
H 0.54 -3.02 5.49
H -1.44 -1.59 5.15
H -1.67 -0.09 3.25
I -4.30 4.12 2.51
C -3.23 2.57 1.68
C -3.70 1.52 0.92
N -2.65 0.76 0.58
N -1.51 1.27 1.08
C -1.85 2.37 1.76
H -4.70 1.27 0.61
H -2.64 -0.07 0.01
H -1.10 2.95 2.28
C -1.10 4.83 -0.61
N -0.09 3.78 -0.56
C 1.05 4.03 0.32
C -0.15 2.67 -1.31
O 0.49 1.59 -0.96
N -0.83 2.64 -2.46
C -1.12 1.36 -3.10
C -1.03 3.82 -3.31
H -1.32 5.14 0.42
H -2.02 4.45 -1.05
H -0.77 5.71 -1.16
H 0.70 4.53 1.22
H 1.78 4.68 -0.16
H 1.53 3.10 0.61
H -1.30 0.59 -2.35
H -0.30 1.04 -3.74
H -2.01 1.47 -3.71
H -0.38 4.63 -3.00
H -2.07 4.15 -3.31
H -0.76 3.54 -4.33